Density functional theory data (ωB97M-V/def2-TZVPD) for C23H27BrGeN2O3Yb as an isolated structure in a non-equilibrium geometry.

Atoms and positions in Å:
Yb  -0.0737  -0.8413  -0.3583
O  -4.3577  -2.2450  4.4263
C  -3.4645  -1.6615  3.5483
C  -3.4549  -0.2654  3.1895
C  -2.6467  0.0504  2.1442
N  -1.8015  -0.7925  1.4304
C  -1.7905  -2.0606  1.8212
Br  -0.4811  -3.3928  1.0778
C  -2.5233  -2.5058  2.9648
H  -4.9043  -1.6087  4.9694
H  -4.0211  0.5451  3.6597
H  -2.6700  1.0682  1.7389
H  -2.2307  -3.4368  3.4121
C  -3.9947  1.6422  -1.8949
Ge  -2.6214  0.4860  -2.6399
C  -3.1230  -1.3387  -2.0757
C  -2.8308  0.4539  -4.5969
C  -0.9958  1.2573  -1.9121
H  -4.9554  1.1299  -2.0291
H  -3.9802  2.6547  -2.2070
H  -3.8503  1.5668  -0.8161
H  -4.1472  -1.6234  -2.4194
H  -3.2133  -1.2556  -0.9845
H  -2.4346  -2.1353  -2.3926
H  -3.8602  0.2931  -4.9679
H  -2.1367  -0.2982  -5.0237
H  -2.5759  1.4833  -4.8453
H  -0.0583  0.8773  -2.3435
C  1.3082  1.9499  -0.1624
O  1.0751  0.8352  0.7047
C  1.9373  0.8280  1.8249
C  1.6605  1.6835  2.8528
C  2.5375  1.6863  3.9520
C  3.7105  0.9770  3.9108
C  3.8419  -0.0162  2.9481
C  2.8429  -0.2724  1.9855
N  2.7483  -1.4807  1.2979
C  2.6397  -1.7213  -0.0557
C  3.1144  -0.9777  -1.1177
C  4.1238  0.0642  -1.1670
C  4.3738  0.8043  -2.2990
C  3.4378  0.7131  -3.4111
C  2.4087  -0.2069  -3.3641
C  2.1653  -1.0881  -2.2455
O  1.0672  -1.7932  -2.1166
H  -0.8751  2.3650  -1.7355
H  2.3138  2.3572  0.0272
H  0.4091  2.5680  -0.2567
H  0.8451  2.4044  2.8177
H  2.3276  2.2584  4.8379
H  4.5842  1.1576  4.4873
H  4.5320  -0.8155  2.9695
H  2.6992  -2.3076  1.9139
H  2.0140  -2.5917  -0.4007
H  4.7910  0.0900  -0.3102
H  5.2374  1.4355  -2.2704
H  3.5986  1.3213  -4.3031
H  1.7282  -0.2741  -4.1901

Computed properties:
- Net charge: +1
- Frontier orbital gap (spin up / spin down): 4.5 / 4.5 eV
- Energy above the lowest of the compared OMol25 structures with the same formula, charge and spin: 0.436 eV
- 2S+1: 2



Density functional theory data (ωB97M-V/def2-TZVPD) for C23H27BrN3O8Re as an isolated structure in a non-equilibrium geometry.

Atoms and positions in Å:
Re  -0.1867  0.0628  -0.0049
O  0.8462  4.0150  0.7755
C  0.6001  2.8568  0.9948
O  0.7606  1.8862  0.1219
C  0.1236  2.4138  2.3965
C  0.8210  1.1047  2.8033
C  0.6373  0.8530  4.3017
C  -0.8580  0.4413  4.3721
C  -1.2783  0.5325  2.9033
O  -0.0585  0.0919  2.2288
C  -1.3783  2.0012  2.4688
C  -2.1179  2.1343  1.1094
O  -2.9064  3.0268  0.9470
O  -1.8292  1.2047  0.2308
H  0.3553  3.2368  3.0653
H  1.8336  0.9883  2.4244
H  1.2867  0.0438  4.6313
H  0.8630  1.7396  4.8885
H  -0.9706  -0.5809  4.7287
H  -1.4504  1.0979  5.0038
H  -2.1143  -0.0952  2.6098
H  -1.9410  2.6139  3.1659
O  5.9277  -1.5702  0.0501
C  4.6388  -1.2854  -0.0603
C  4.1325  -0.0320  -0.4031
C  2.7767  0.1415  -0.4467
N  1.8565  -0.8209  -0.1821
C  2.3693  -2.0540  0.0825
Br  1.2843  -3.5583  0.3252
C  3.7201  -2.3077  0.1616
H  6.4906  -0.8080  -0.1302
H  4.7859  0.8012  -0.6258
H  2.3795  1.1156  -0.6919
H  4.0822  -3.2990  0.3898
C  -2.6403  -2.8009  -1.5568
C  -2.4477  -2.2256  -0.1471
C  -2.5028  -3.3689  0.8758
C  -3.5828  -1.2386  0.1436
O  -1.1667  -1.6117  -0.0612
H  -3.5611  -3.3819  -1.5887
H  -1.8095  -3.4621  -1.8115
H  -2.7113  -1.9966  -2.2915
H  -3.5350  -3.6889  1.0106
H  -2.1068  -3.0274  1.8336
H  -1.9136  -4.2240  0.5422
H  -4.5378  -1.6902  -0.1242
H  -3.4606  -0.3256  -0.4345
H  -3.6128  -0.9880  1.2055
N  0.1714  1.5018  -7.0022
C  0.1414  0.3183  -6.3556
O  0.2125  -0.7508  -6.9228
C  0.0111  0.3515  -4.8475
C  -0.1056  1.4918  -4.0626
C  -0.2020  1.3623  -2.6921
N  -0.1770  0.1672  -2.0812
C  -0.0734  -0.9435  -2.8360
C  0.0116  -0.8852  -4.2054
H  0.2578  1.4677  -8.0046
H  0.1415  2.3998  -6.5581
H  -0.1334  2.4873  -4.4815
H  -0.3025  2.2326  -2.0569
H  -0.0648  -1.8876  -2.3119
H  0.0751  -1.7837  -4.8026

Computed properties:
- Net charge: +1
- Frontier orbital gap (spin up / spin down): 8.3 / 7.7 eV
- Energy above the lowest of the compared OMol25 structures with the same formula, charge and spin: 0.463 eV
- 2S+1: 4



Density functional theory data (ωB97M-V/def2-TZVPD) for C23H27BrN6O3V as an isolated structure in a non-equilibrium geometry.

Atoms and positions in Å:
V  -0.2975  0.1141  0.3973
Br  1.3197  0.1267  7.6116
C  1.1658  0.0889  5.7586
C  2.1073  -0.6089  4.9949
C  2.0322  -0.6552  3.6061
C  0.9822  0.0123  3.0194
O  0.8610  0.0546  1.6376
C  0.0113  0.7075  3.7403
C  -1.0653  1.3691  3.0696
N  -1.3423  1.2383  1.8148
C  -2.3808  2.0155  1.2228
C  -3.5222  2.4842  1.8159
C  -4.3978  3.3065  1.0713
C  -4.1056  3.6608  -0.2176
C  -2.9300  3.1762  -0.8444
C  -2.5211  3.5218  -2.1477
C  -1.3436  3.0176  -2.6458
C  -0.6010  2.1231  -1.8776
N  -0.9610  1.7523  -0.6479
C  -2.0971  2.3157  -0.1134
C  0.1209  0.7567  5.1361
H  2.9194  -1.1163  5.4991
H  2.7789  -1.1726  3.0216
H  -1.6867  2.0386  3.6624
H  -3.7690  2.2310  2.8390
H  -5.3020  3.6659  1.5424
H  -4.7689  4.3127  -0.7707
H  -3.1262  4.1971  -2.7407
H  -0.9831  3.2884  -3.6277
H  0.3174  1.7070  -2.2620
H  -0.6072  1.3045  5.7202
N  -1.3424  -2.3060  2.3974
N  -2.1416  -2.8455  1.3849
C  -2.2930  -2.2916  0.1861
O  -2.8007  -2.6057  -0.8186
O  -1.5201  -0.9675  0.1320
H  -0.6263  -2.9843  2.6384
H  -1.9245  -2.1537  3.2149
H  -2.5806  -3.7539  1.4946
C  2.6283  -2.9856  -4.1489
C  2.2279  -1.5242  -4.2099
N  2.1451  -0.9065  -2.8490
C  3.4444  -0.5081  -2.2422
C  3.9530  -1.4735  -1.1827
C  1.0119  -0.7850  -2.2254
C  -0.2765  -1.2109  -2.8480
N  0.9922  -0.2723  -0.9468
H  2.6699  -3.3743  -5.1657
H  1.9055  -3.5812  -3.5908
H  3.6128  -3.1233  -3.7068
H  1.2679  -1.3900  -4.6994
H  2.9539  -0.9269  -4.7586
H  3.3375  0.5125  -1.8639
H  4.1458  -0.4456  -3.0702
H  3.2274  -1.6602  -0.3885
H  4.8487  -1.0497  -0.7303
H  4.2186  -2.4351  -1.6142
H  -0.4442  -0.6804  -3.7862
H  -1.1171  -1.0228  -2.1938
H  -0.2483  -2.2768  -3.0795
H  1.9164  -0.0063  -0.6147

Computed properties:
- Net charge: +3
- Frontier orbital gap: 5.2 eV
- Energy above the lowest of the compared OMol25 structures with the same formula, charge and spin: 0.000 eV



Question: What is the net charge in the third record?
Answer: +3



Question: Which of these has the highest energy above the lowest of the compared OMol25 structures with the same formula, charge and spin?
Answer: C23H27BrN3O8Re



Copy entry 1 word for word.
Density functional theory data (ωB97M-V/def2-TZVPD) for C23H27BrGeN2O3Yb as an isolated structure in a non-equilibrium geometry.

Atoms and positions in Å:
Yb  -0.0737  -0.8413  -0.3583
O  -4.3577  -2.2450  4.4263
C  -3.4645  -1.6615  3.5483
C  -3.4549  -0.2654  3.1895
C  -2.6467  0.0504  2.1442
N  -1.8015  -0.7925  1.4304
C  -1.7905  -2.0606  1.8212
Br  -0.4811  -3.3928  1.0778
C  -2.5233  -2.5058  2.9648
H  -4.9043  -1.6087  4.9694
H  -4.0211  0.5451  3.6597
H  -2.6700  1.0682  1.7389
H  -2.2307  -3.4368  3.4121
C  -3.9947  1.6422  -1.8949
Ge  -2.6214  0.4860  -2.6399
C  -3.1230  -1.3387  -2.0757
C  -2.8308  0.4539  -4.5969
C  -0.9958  1.2573  -1.9121
H  -4.9554  1.1299  -2.0291
H  -3.9802  2.6547  -2.2070
H  -3.8503  1.5668  -0.8161
H  -4.1472  -1.6234  -2.4194
H  -3.2133  -1.2556  -0.9845
H  -2.4346  -2.1353  -2.3926
H  -3.8602  0.2931  -4.9679
H  -2.1367  -0.2982  -5.0237
H  -2.5759  1.4833  -4.8453
H  -0.0583  0.8773  -2.3435
C  1.3082  1.9499  -0.1624
O  1.0751  0.8352  0.7047
C  1.9373  0.8280  1.8249
C  1.6605  1.6835  2.8528
C  2.5375  1.6863  3.9520
C  3.7105  0.9770  3.9108
C  3.8419  -0.0162  2.9481
C  2.8429  -0.2724  1.9855
N  2.7483  -1.4807  1.2979
C  2.6397  -1.7213  -0.0557
C  3.1144  -0.9777  -1.1177
C  4.1238  0.0642  -1.1670
C  4.3738  0.8043  -2.2990
C  3.4378  0.7131  -3.4111
C  2.4087  -0.2069  -3.3641
C  2.1653  -1.0881  -2.2455
O  1.0672  -1.7932  -2.1166
H  -0.8751  2.3650  -1.7355
H  2.3138  2.3572  0.0272
H  0.4091  2.5680  -0.2567
H  0.8451  2.4044  2.8177
H  2.3276  2.2584  4.8379
H  4.5842  1.1576  4.4873
H  4.5320  -0.8155  2.9695
H  2.6992  -2.3076  1.9139
H  2.0140  -2.5917  -0.4007
H  4.7910  0.0900  -0.3102
H  5.2374  1.4355  -2.2704
H  3.5986  1.3213  -4.3031
H  1.7282  -0.2741  -4.1901

Computed properties:
- Net charge: +1
- Frontier orbital gap (spin up / spin down): 4.5 / 4.5 eV
- Energy above the lowest of the compared OMol25 structures with the same formula, charge and spin: 0.436 eV
- 2S+1: 2